(1)
The following is a quantum chemistry calculation of a cluster of 2 separate species, C5H11O2 in total at a distorted geometry, from the Open Molecules 2025 dataset.

## Properties
LUMO energy: 3.79 eV
Total charge: -1
Molecular weight: 103.14 g/mol
Relative energy (zero: lowest compared OMol25 entry of this formula, charge and spin): 188.3 kJ/mol
HOMO: -3.68 eV
Spin multiplicity: 1

Geometry (Å):
C -1.3044 0.7726 0.7612
C -2.5847 1.0796 -0.0181
H -1.3681 -0.1948 1.2831
H -0.4100 0.4402 0.2110
H -1.1239 1.7267 1.2781
H -2.3865 1.0069 -1.0976
H -2.9530 2.1005 0.2233
H -3.3864 0.5336 0.4714
C 1.5923 -0.3488 -0.8276
C 1.0628 -1.7871 -0.7526
C 1.9597 0.2408 0.7197
O 2.4431 1.3345 0.6525
O 1.8560 -0.5659 1.7232
H 2.6154 -0.3058 -1.2539
H 1.0627 0.4519 -1.3666
H 0.5468 -2.0480 0.0662
H 1.8883 -2.5419 -0.4842
H 0.4899 -1.8950 -1.5889

Atom charges from the Mulliken analysis, given in e for atoms 1 to 8: -0.22 -0.90 0.28 -0.40 0.34 0.31 0.24 0.28



(2)
The following is a quantum chemistry calculation of a structure of composition C5H13N3 at a distorted geometry, from the Open Molecules 2025 dataset.

## Properties
LUMO energy: 0.81 eV
Molecular weight: 115.18 g/mol
Relative energy (zero: lowest compared OMol25 entry of this formula, charge and spin): 427.4 kJ/mol
HOMO: -8.43 eV
Spin multiplicity: 1

Geometry (Å):
C -0.5963 -0.5761 0.6305
C -0.2938 1.6273 -0.4803
C -1.2620 0.4817 -0.2702
C -1.2552 -1.9450 0.4853
C 1.2470 0.0941 -1.4199
N 0.2546 2.2848 0.5162
N 0.8440 -0.7112 0.3198
N 1.5944 -0.0456 1.2035
H -0.6789 -0.2548 1.6745
H -0.2501 2.0992 -1.4571
H 1.4435 1.0096 1.1690
H -0.0882 1.9447 1.4165
H 2.5739 -0.2911 1.0771
H -2.1879 0.8280 0.2025
H -1.5130 0.0369 -1.2356
H -2.3147 -1.8815 0.7398
H -0.7841 -2.6660 1.1527
H -1.1630 -2.3051 -0.5404
H 1.8578 0.9956 -1.3613
H 0.6459 0.0241 -2.3238
H 1.9260 -0.7495 -1.4987

Atom charges from the Mulliken analysis, given in e for atoms 1 to 8: 0.41 -0.22 -0.60 -1.59 -1.10 -0.87 -0.12 -0.62